1.
A structure of composition C33H40As3Cl2N4OSeTa, computed with wB97M-V/def2-TZVPD.

Geometry as XYZ:
```
85
C33H40As3Cl2N4OSeTa wB97M-V/def2-TZVPD
Ta 0.617 -0.894 -0.184
C 3.154 1.939 1.546
As 1.744 1.600 0.253
C 2.668 2.182 -1.347
C 0.553 3.061 0.769
C -0.779 3.349 0.055
C -0.621 3.358 -1.458
C -1.849 2.349 0.503
As -1.802 0.473 -0.043
C -2.755 0.473 -1.726
C -3.114 -0.235 1.188
C -1.210 4.740 0.575
As -2.772 5.837 -0.031
C -4.094 4.577 -0.759
C -2.093 6.499 -1.746
H 3.445 2.980 1.402
H 4.017 1.304 1.355
H 2.816 1.813 2.572
H 2.951 3.226 -1.208
H 2.041 2.084 -2.226
H 3.568 1.581 -1.467
H 1.206 3.936 0.691
H 0.372 2.911 1.838
H -0.294 2.389 -1.843
H 0.105 4.109 -1.776
H -1.567 3.602 -1.940
H -2.822 2.666 0.127
H -1.922 2.336 1.595
H -3.637 1.105 -1.614
H -3.072 -0.537 -1.977
H -2.122 0.868 -2.518
H -4.019 0.368 1.095
H -2.740 -0.173 2.207
H -3.355 -1.267 0.941
H -0.382 5.438 0.411
H -1.325 4.676 1.661
H -4.567 4.008 0.042
H -3.714 3.909 -1.532
H -4.868 5.199 -1.209
H -1.139 7.000 -1.583
H -2.800 7.244 -2.109
H -1.976 5.731 -2.508
Cl 2.051 -4.759 -2.953
C 2.898 -4.189 -1.588
C 4.071 -4.848 -1.138
C 4.739 -4.419 -0.025
Cl 6.151 -5.246 0.499
C 4.281 -3.297 0.731
C 4.839 -2.809 1.921
C 4.222 -1.759 2.559
C 3.071 -1.189 2.017
N 2.526 -1.586 0.868
C 3.134 -2.648 0.252
C 2.464 -3.094 -0.893
O 1.388 -2.341 -1.173
H 4.429 -5.706 -1.689
H 5.730 -3.265 2.333
H 4.605 -1.369 3.491
H 2.566 -0.396 2.545
C -2.173 -5.024 -3.058
C -1.825 -3.707 -3.320
C -1.409 -2.886 -2.285
C -1.366 -3.391 -0.994
C -1.698 -4.713 -0.717
C -2.103 -5.524 -1.763
N -0.925 -2.520 0.073
N -1.221 -2.893 1.229
C -0.757 -2.059 2.253
C -1.185 -2.383 3.540
C -0.918 -1.504 4.572
C -0.253 -0.317 4.293
C 0.189 -0.029 3.002
C -0.019 -0.904 1.937
H -2.491 -5.670 -3.865
H -1.868 -3.320 -4.329
H -1.121 -1.866 -2.492
H -1.639 -5.100 0.289
H -2.359 -6.556 -1.566
H -1.738 -3.298 3.702
H -1.245 -1.724 5.579
H -0.073 0.395 5.088
H 0.694 0.920 2.851
Se 1.230 -0.614 -4.712
C 0.801 -0.239 -3.105
N 0.459 0.029 -1.983
```

The calculation puts the highest occupied orbital energy at -12.71 eV. The orbital gap is 5.66 eV. The value obtained for the largest force on an atom is 0.73 eV/A. For the electronic energy, the calculation gives -11661.447980 hartree. The value obtained for the lowest unoccupied orbital energy is -7.05 eV. The spin multiplicity is 1. Its net charge is +2.

2.
A structure of composition C33H40AsN4PPdS, computed with wB97M-V/def2-TZVPD.

Geometry as XYZ:
```
81
C33H40AsN4PPdS wB97M-V/def2-TZVPD
Pd -0.185 0.429 -0.525
C 5.197 1.149 -0.767
N 4.218 2.228 -0.894
C 4.529 3.560 -1.100
C 3.378 4.228 -1.192
N 2.335 3.298 -1.043
C 2.885 2.053 -0.874
S 2.238 0.493 -0.673
C 0.963 3.685 -1.153
C 0.655 5.041 -1.089
C -0.648 5.442 -1.296
C -1.615 4.482 -1.551
C -1.222 3.163 -1.535
N 0.042 2.750 -1.331
H 6.181 1.595 -0.661
H 5.174 0.514 -1.650
H 4.970 0.548 0.110
H 5.544 3.910 -1.172
H 3.219 5.271 -1.379
H 1.409 5.780 -0.871
H -0.905 6.492 -1.257
H -2.645 4.747 -1.744
H -1.947 2.380 -1.682
N -2.377 -0.032 -1.715
C -2.940 -1.277 -1.254
C -4.315 -1.449 -1.195
C -4.841 -2.661 -0.773
C -3.998 -3.708 -0.424
C -2.625 -3.529 -0.467
C -2.085 -2.306 -0.865
P -0.304 -1.967 -0.843
C 0.341 -2.546 -2.428
C -0.510 -2.843 -3.492
C 0.017 -3.311 -4.689
C 1.386 -3.484 -4.825
C 2.239 -3.175 -3.771
C 1.722 -2.699 -2.578
C 0.408 -3.074 0.396
C 0.752 -4.392 0.097
C 1.204 -5.232 1.105
C 1.319 -4.763 2.408
C 0.988 -3.448 2.707
C 0.537 -2.611 1.700
H -1.895 -0.163 -2.601
H -3.123 0.634 -1.887
H -4.978 -0.643 -1.490
H -5.915 -2.791 -0.730
H -4.410 -4.658 -0.110
H -1.968 -4.335 -0.165
H -1.583 -2.739 -3.384
H -0.645 -3.552 -5.511
H 1.791 -3.867 -5.752
H 3.307 -3.311 -3.880
H 2.388 -2.458 -1.756
H 0.673 -4.764 -0.918
H 1.468 -6.255 0.872
H 1.673 -5.423 3.189
H 1.090 -3.082 3.722
H 0.289 -1.585 1.910
C 1.662 0.468 3.315
C 0.138 0.454 3.404
As -0.688 1.132 1.785
C -2.604 0.807 1.977
C -3.135 0.756 3.410
C -0.440 3.061 1.932
C -0.756 3.672 3.295
H 2.094 0.094 4.243
H 2.043 1.480 3.160
H 2.023 -0.156 2.497
H -0.226 1.096 4.205
H -0.252 -0.545 3.592
H -2.790 -0.139 1.466
H -3.095 1.589 1.393
H -2.647 -0.026 3.992
H -4.202 0.532 3.396
H -3.003 1.700 3.936
H -1.068 3.496 1.153
H 0.598 3.255 1.654
H -1.791 3.506 3.589
H -0.598 4.750 3.251
H -0.109 3.284 4.080
```

The calculation puts the highest occupied orbital energy (spin up / spin down) at -12.81 / -13.56 eV. The orbital gap (spin up / spin down) is 7.78 / 6.51 eV. The value obtained for the largest force on an atom is 0.91 eV/A. For the electronic energy, the calculation gives -4603.263415 hartree. The value obtained for the lowest unoccupied orbital energy (spin up / spin down) is -5.03 / -7.05 eV. The spin multiplicity is 3. Its expectation value of S² is 2.01. Its net charge is +2.

3.
A structure of composition C33H40BaF6N5O6P2S2, computed with wB97M-V/def2-TZVPD.

Geometry as XYZ:
```
95
C33H40BaF6N5O6P2S2 wB97M-V/def2-TZVPD
Ba 1.625 0.634 0.543
F 7.177 -0.556 0.182
C 6.155 -0.974 -0.545
F 5.902 -2.248 -0.274
F 6.422 -0.834 -1.832
S 4.665 0.041 -0.139
O 3.603 -0.410 -1.022
O 5.061 1.413 -0.267
N 4.272 -0.217 1.364
S 3.486 -1.441 1.988
O 3.247 -2.549 1.115
O 2.327 -0.867 2.651
C 4.595 -2.031 3.338
F 5.704 -2.520 2.804
F 4.889 -1.036 4.156
F 3.950 -2.984 3.997
O 2.701 3.303 0.036
N 2.566 3.263 1.441
C 1.699 4.087 1.872
C 0.917 5.071 1.076
C 1.298 6.407 1.106
C 0.583 7.347 0.379
C -0.519 6.957 -0.366
C -0.913 5.628 -0.382
C -0.206 4.673 0.343
P -0.690 2.916 0.377
C -1.953 2.812 1.683
C -2.356 1.532 2.076
C -3.306 1.375 3.072
C -3.850 2.491 3.695
C -3.449 3.762 3.314
C -2.505 3.924 2.309
C -1.610 2.701 -1.180
C -0.858 2.636 -2.354
C -1.479 2.458 -3.579
C -2.861 2.327 -3.640
C -3.615 2.379 -2.476
C -2.993 2.568 -1.248
H 3.612 2.982 -0.104
H 1.572 4.044 2.950
H 2.161 6.707 1.687
H 0.891 8.384 0.393
H -1.076 7.691 -0.934
H -1.775 5.329 -0.965
H -1.933 0.656 1.589
H -3.619 0.384 3.374
H -4.585 2.367 4.480
H -3.872 4.632 3.799
H -2.201 4.921 2.016
H 0.222 2.750 -2.314
H -0.889 2.422 -4.486
H -3.350 2.189 -4.595
H -4.691 2.279 -2.522
H -3.587 2.609 -0.343
O -0.033 -1.060 -0.127
P -0.463 -2.475 -0.461
N 0.763 -3.366 -1.062
C 1.236 -4.684 -0.600
C 2.214 -5.103 -1.694
C 2.806 -3.773 -2.157
C 1.590 -2.853 -2.167
N -1.679 -2.360 -1.550
C -2.226 -1.081 -2.042
C -3.146 -1.505 -3.188
C -2.525 -2.808 -3.690
C -2.098 -3.487 -2.393
N -1.007 -3.374 0.806
C -2.401 -3.313 1.267
C -2.366 -2.554 2.609
C -0.875 -2.493 3.001
C -0.181 -3.442 2.022
H 0.403 -5.377 -0.483
H 1.752 -4.596 0.359
H 1.676 -5.580 -2.516
H 2.962 -5.803 -1.327
H 3.290 -3.829 -3.130
H 3.532 -3.409 -1.427
H 1.045 -2.930 -3.116
H 1.858 -1.808 -2.012
H -1.425 -0.426 -2.393
H -2.765 -0.550 -1.255
H -3.217 -0.736 -3.955
H -4.153 -1.697 -2.810
H -1.645 -2.596 -4.302
H -3.211 -3.415 -4.277
H -1.278 -4.195 -2.521
H -2.939 -4.021 -1.939
H -2.760 -4.334 1.413
H -3.031 -2.840 0.517
H -2.962 -3.071 3.359
H -2.783 -1.554 2.497
H -0.697 -2.771 4.038
H -0.483 -1.483 2.862
H -0.187 -4.470 2.395
H 0.852 -3.164 1.813
```

The calculation puts the highest occupied orbital energy at -11.19 eV. The orbital gap is 9.25 eV. The value obtained for the largest force on an atom is 0.95 eV/A. For the electronic energy, the calculation gives -4110.465038 hartree. The value obtained for the lowest unoccupied orbital energy is -1.94 eV. The spin multiplicity is 1. Its net charge is +1.